Record 1
Here is a molecular structure, C46H56F5N4O2S3SiY from the OMol25 dataset. Energies are from wB97M-V/def2-TZVPD.

Output
* HOMO-LUMO gap: 5.4 eV
* highest occupied orbital energy: -6.2 eV
* E_tot: -113684.2245 eV
* ΔE to the lowest compared entry with this formula, charge and spin: 0.958 eV

Structure (ORCA input):
```
! wB97M-V def2-TZVPD RIJCOSX def2/J DEFGRID3
* xyz 0 1
Y 0.24 0.41 -0.19
C 4.86 1.14 0.93
C 5.60 0.03 0.55
C 4.96 -1.02 -0.08
C 3.58 -0.95 -0.29
N 2.87 0.09 0.13
C 3.50 1.13 0.68
C 2.83 -2.01 -1.01
C 3.49 -3.14 -1.46
C 2.78 -4.10 -2.15
C 1.43 -3.91 -2.36
C 0.84 -2.76 -1.85
N 1.52 -1.81 -1.20
C -0.61 -2.52 -2.07
C -1.46 -3.54 -2.50
C -2.76 -3.24 -2.84
C -3.19 -1.93 -2.74
C -2.31 -0.99 -2.24
N -1.05 -1.27 -1.90
H 5.32 1.99 1.40
H 6.67 -0.01 0.73
H 5.53 -1.87 -0.40
H 2.89 1.98 0.94
H 4.54 -3.28 -1.30
H 3.27 -4.99 -2.53
H 0.86 -4.63 -2.91
H -1.11 -4.56 -2.56
H -3.43 -4.02 -3.18
H -4.20 -1.65 -3.00
H -2.61 0.04 -2.10
S -0.62 2.80 0.88
C -2.09 1.98 0.65
N -2.17 0.70 0.33
C -3.48 0.24 0.38
C -3.89 -1.09 0.27
C -5.23 -1.39 0.36
C -6.18 -0.39 0.56
C -5.79 0.93 0.71
C -4.43 1.23 0.63
S -3.64 2.76 0.88
H -3.15 -1.87 0.15
H -5.55 -2.42 0.29
H -7.23 -0.64 0.63
H -6.52 1.71 0.91
C -2.52 -0.07 3.41
C -1.16 -0.21 4.11
C -0.83 1.21 4.61
C -1.40 -1.08 5.36
Si 0.26 -0.86 2.88
C 0.05 -2.84 2.80
C 0.44 -3.65 4.05
C -1.40 -3.18 2.45
C 0.88 -3.40 1.64
C 1.96 -0.49 3.84
C 2.31 1.00 3.68
C 2.05 -0.80 5.35
C 3.09 -1.31 3.19
H -3.29 0.13 4.16
H -2.82 -0.95 2.85
H -2.51 0.78 2.73
H -1.71 1.63 5.10
H -0.56 1.87 3.78
H -0.02 1.22 5.34
H -2.08 -0.55 6.03
H -0.49 -1.30 5.91
H -1.88 -2.03 5.10
H -0.12 -3.35 4.93
H 1.50 -3.56 4.28
H 0.23 -4.71 3.87
H -2.10 -2.97 3.26
H -1.48 -4.25 2.22
H -1.73 -2.62 1.56
H 1.95 -3.22 1.75
H 0.56 -2.94 0.70
H 0.73 -4.48 1.56
H 1.77 1.62 4.39
H 2.05 1.37 2.69
H 3.38 1.16 3.85
H 1.37 -0.18 5.93
H 3.07 -0.58 5.70
H 1.84 -1.84 5.58
H 3.08 -1.24 2.10
H 3.03 -2.36 3.45
H 4.07 -0.94 3.54
F 5.16 3.75 -4.84
C 4.28 3.27 -3.95
C 3.76 4.08 -2.96
F 4.14 5.36 -2.90
C 2.85 3.58 -2.05
F 2.36 4.39 -1.10
C 2.41 2.25 -2.10
O 1.54 1.80 -1.24
C 2.98 1.44 -3.09
F 2.63 0.15 -3.17
C 3.89 1.94 -4.01
F 4.40 1.14 -4.95
C -3.86 1.79 -3.90
C -2.87 1.96 -5.05
C -1.58 1.17 -4.88
S -0.37 1.68 -3.63
O -1.06 1.58 -2.29
C -0.17 3.43 -4.08
C -1.12 4.43 -3.44
C -0.61 4.95 -2.11
H -4.74 2.41 -4.05
H -3.41 2.06 -2.94
H -4.19 0.75 -3.83
H -2.65 3.01 -5.21
H -3.33 1.61 -5.98
H -1.00 1.14 -5.80
H -1.78 0.13 -4.59
H -0.23 3.41 -5.17
H 0.87 3.66 -3.83
H -2.11 4.00 -3.31
H -1.23 5.26 -4.15
H -0.50 4.14 -1.39
H -1.30 5.68 -1.69
H 0.36 5.43 -2.22
*
```

---

Record 2
Here is 2 unconnected molecules or ions with the total composition C46H56N4O5S at a distorted geometry from the OMol25 dataset. Energies are from wB97M-V/def2-TZVPD.

Output
* HOMO-LUMO gap: 5.8 eV
* highest occupied orbital energy: -6.8 eV
* E_tot: -75637.4260 eV

Structure (ORCA input):
```
! wB97M-V def2-TZVPD RIJCOSX def2/J DEFGRID3
* xyz 0 1
C 1.93 -1.86 -2.68
C 0.99 -3.01 -2.33
C -0.35 -2.83 -3.03
C 1.63 -4.30 -2.85
C 0.75 -3.15 -0.81
C -0.04 -4.23 -0.41
C -0.12 -4.59 0.93
C 0.71 -3.97 1.86
C 1.55 -2.91 1.49
C 2.69 -2.48 2.45
C 2.43 -1.11 3.06
C 4.04 -2.52 1.73
C 2.81 -3.45 3.64
C 1.29 -2.32 0.22
N 1.25 -0.89 0.06
C 0.09 -0.16 -0.21
C -1.18 -0.71 -0.17
C -2.29 -0.03 -0.86
C -2.17 0.37 -2.23
C -3.07 1.26 -2.78
C -4.13 1.72 -1.97
N -4.55 3.07 -2.19
O -5.26 3.63 -1.34
O -4.10 3.65 -3.22
C -4.45 1.10 -0.75
C -3.52 0.23 -0.21
N 0.46 1.18 -0.30
C -0.38 2.35 -0.42
C -1.23 2.78 0.63
C -1.03 2.60 2.16
C -2.33 2.07 2.77
C -0.67 3.96 2.77
C 0.10 1.66 2.53
C -2.31 3.62 0.30
C -2.21 4.46 -0.81
C -1.09 4.33 -1.61
C -0.28 3.19 -1.57
C 0.64 3.04 -2.81
C -0.10 3.56 -4.06
C 1.07 1.62 -3.14
C 1.88 3.91 -2.60
C 1.84 1.25 -0.09
C 2.31 0.00 0.09
H 2.90 -1.97 -2.19
H 2.10 -1.86 -3.77
H 1.49 -0.90 -2.43
H -0.97 -3.72 -2.94
H -0.91 -1.99 -2.60
H -0.19 -2.63 -4.10
H 0.97 -5.17 -2.69
H 1.83 -4.21 -3.92
H 2.58 -4.49 -2.34
H -0.59 -4.81 -1.15
H -0.79 -5.38 1.25
H 0.71 -4.34 2.89
H 1.38 -1.01 3.34
H 3.04 -0.98 3.97
H 2.70 -0.30 2.38
H 4.31 -3.56 1.50
H 4.03 -1.98 0.78
H 4.82 -2.09 2.37
H 2.98 -4.48 3.31
H 3.66 -3.15 4.27
H 1.91 -3.42 4.27
H -1.23 -1.79 -0.09
H -1.36 -0.02 -2.84
H -2.95 1.68 -3.78
H -5.36 1.38 -0.23
H -3.72 -0.26 0.74
H -2.70 1.21 2.20
H -2.16 1.74 3.81
H -3.11 2.85 2.80
H 0.27 4.33 2.33
H -1.44 4.72 2.59
H -0.52 3.87 3.85
H 1.07 2.05 2.22
H 0.11 1.53 3.62
H -0.06 0.68 2.09
H -3.18 3.72 0.95
H -2.95 5.24 -0.99
H -0.90 5.12 -2.34
H -0.14 4.66 -4.08
H 0.42 3.25 -4.97
H -1.13 3.17 -4.11
H 1.78 1.24 -2.42
H 0.20 0.96 -3.22
H 1.57 1.62 -4.12
H 2.46 3.57 -1.74
H 2.53 3.86 -3.49
H 1.60 4.95 -2.44
H 2.36 2.19 -0.08
H 3.33 -0.31 0.24
C -9.31 -3.91 5.40
C -7.97 -3.55 4.83
C -7.11 -2.69 5.53
C -5.81 -2.46 5.07
C -5.37 -3.06 3.89
S -3.62 -2.97 3.46
N -3.07 -1.69 2.06
C -1.88 -1.41 2.07
O -0.73 -1.27 2.40
O -2.94 -2.45 4.62
O -3.22 -4.22 2.87
C -6.23 -3.87 3.16
C -7.54 -4.08 3.61
H -9.88 -4.51 4.69
H -9.20 -4.48 6.33
H -9.90 -3.01 5.65
H -7.46 -2.22 6.45
H -5.14 -1.83 5.65
H -5.88 -4.35 2.24
H -8.22 -4.70 3.03
*
```

---

Q: What is the highest occupied orbital energy in the first record?
A: -6.2 eV